(1)
{
  "formula": "C19H23Cl2MoNS",
  "method": "ωB97M-V/def2-TZVPD",
  "symbols": ["Mo", "Cl", "Cl", "C", "H", "H", "C", "C", "H", "C", "H", "C", "H", "H", "C", "H", "H", "C", "H", "H", "H", "H", "N", "S", "C", "C", "C", "C", "C", "C", "C", "C", "C", "C", "C", "C", "H", "H", "H", "H", "H", "H", "H", "H", "H", "H", "H"],
  "xyz": [[1.7091, -0.2795, -1.6026], [0.6097, -2.3287, -1.7276], [2.5006, 1.8797, -1.2163], [3.4766, -0.9950, -1.7013], [4.3798, -0.3509, -1.8005], [3.8026, -1.9819, -2.1015], [-0.9570, 1.0056, -2.7417], [0.2877, 0.6617, -3.0949], [-1.1877, 1.3679, -1.7424], [0.5251, -0.2493, -4.3290], [1.0247, 1.4912, -3.1614], [-0.5316, -0.0466, -5.4074], [1.5258, -0.0158, -4.7144], [0.5218, -1.3011, -3.9986], [-1.9228, 0.0509, -4.8632], [-0.3246, 0.8735, -5.9478], [-0.4732, -0.8395, -6.1448], [-2.0128, 1.1448, -3.7619], [-2.6266, 0.3221, -5.6606], [-2.2304, -0.9137, -4.4360], [-1.9072, 2.1186, -4.2758], [-3.0141, 1.0867, -3.3208], [0.9527, -0.1020, 0.2588], [-0.5245, -0.3907, 1.1885], [-0.1698, -1.6118, 2.4797], [-1.0443, -2.6958, 2.6929], [-0.7459, -3.6480, 3.6621], [0.4095, -3.5266, 4.4397], [1.2470, -2.4194, 4.2635], [0.9445, -1.4487, 3.3101], [-0.6574, 1.0989, 2.3027], [-0.4645, 2.3533, 1.7034], [-0.3180, 3.4971, 2.4988], [-0.4640, 3.4222, 3.8843], [-0.8255, 2.2018, 4.4740], [-0.9674, 1.0545, 3.6754], [1.5375, 0.4553, 0.8994], [-1.9629, -2.7673, 2.0951], [-1.4094, -4.5062, 3.8181], [0.6665, -4.2848, 5.1749], [2.1472, -2.3035, 4.8704], [1.5465, -0.5458, 3.2145], [-0.3977, 2.4266, 0.6204], [-0.0837, 4.4517, 2.0202], [-0.3137, 4.3082, 4.5025], [-0.9863, 2.1546, 5.5512], [-1.2920, 0.1253, 4.1498]],
  "forces_ev_per_angstrom": [[0.449, -0.574, 0.401], [-0.683, -1.080, -0.125], [0.649, 1.420, 0.279], [1.174, -0.223, -1.374], [-0.622, 0.058, 0.531], [-0.723, 0.150, 0.561], [-0.478, 1.086, 0.419], [1.235, -0.582, -2.998], [0.317, 0.738, -0.110], [-0.440, 0.482, -0.097], [0.160, -0.517, 1.631], [0.579, 0.071, -0.502], [-0.202, -0.228, -0.067], [0.024, 0.411, -0.075], [-0.689, 0.283, 0.640], [0.164, 0.270, -0.132], [0.028, -0.228, -0.186], [-1.401, -1.813, -0.743], [0.082, -0.229, 0.125], [-0.033, 0.201, -0.068], [0.106, -0.135, 0.556], [0.089, 0.282, -0.049], [-2.533, 0.717, 4.216], [2.303, 0.118, -0.620], [-0.235, -0.393, 0.693], [0.002, 0.622, -0.650], [0.103, -0.210, 0.286], [0.007, 0.364, -0.409], [-0.050, 0.055, -0.023], [-0.149, -0.082, -0.275], [-0.149, 0.603, -0.221], [0.299, -0.245, 0.141], [-0.204, -0.126, -0.091], [-0.025, -0.434, -0.080], [-0.044, 0.148, -0.730], [0.336, -0.305, 0.111], [-0.245, -0.215, -0.347], [0.496, -0.102, 0.201], [0.229, 0.426, -0.129], [-0.107, 0.129, -0.125], [-0.323, -0.041, -0.143], [0.082, -0.331, -0.028], [0.337, -0.002, 0.170], [-0.131, -0.362, 0.149], [-0.060, -0.261, -0.187], [-0.055, -0.130, -0.341], [0.330, 0.211, -0.189]],
  "lowdin_spin": [1.87, 0.11, 0.09, -0.26, -0.01, -0.01, 0.11, -0.03, 0.01, 0.00, 0.01, 0.00, 0.00, 0.00, 0.00, 0.00, 0.00, 0.02, 0.00, 0.00, 0.01, 0.00, 0.02, 0.03, 0.01, 0.00, 0.00, 0.00, 0.00, 0.00, 0.00, 0.00, 0.00, 0.00, 0.00, 0.00, 0.01, 0.00, 0.00, 0.00, 0.00, 0.00, 0.00, 0.00, 0.00, 0.00, 0.00],
  "multiplicity": 3,
  "s_squared": 2.18,
  "total_energy_ha": -2179.14902
}

---

(2)
{
  "formula": "C19H23Cl5NPPt",
  "method": "ωB97M-V/def2-TZVPD",
  "symbols": ["C", "C", "C", "C", "C", "C", "C", "C", "N", "Pt", "C", "P", "H", "H", "H", "H", "H", "H", "H", "H", "C", "C", "H", "C", "C", "H", "H", "H", "H", "H", "H", "H", "H", "H", "H", "H", "H", "H", "H", "Cl", "C", "C", "C", "Cl", "C", "Cl", "C", "Cl", "C", "Cl"],
  "xyz": [[-1.9722, 0.5813, -3.6028], [-1.6287, -0.6343, -2.9988], [-1.2746, -0.7451, -1.6346], [-1.2354, 0.4458, -0.8735], [-1.3026, 1.6670, -1.5829], [-1.8110, 1.7501, -2.8776], [-0.9373, -2.0888, -1.0418], [0.0594, -2.9374, -1.8644], [1.4428, -2.5134, -1.8083], [-1.1073, 0.5968, 1.2023], [-0.7601, 2.9108, -0.9623], [0.7055, 2.3948, 0.0161], [-1.6346, -1.5341, -3.6084], [-1.9958, 2.7442, -3.2978], [-2.3027, 0.6367, -4.6447], [-1.4646, 3.3881, -0.2738], [-0.4256, 3.6479, -1.7005], [-0.5624, -1.9744, -0.0153], [-1.8674, -2.6815, -0.9239], [0.0327, -3.9718, -1.4840], [1.2652, 4.0672, 0.5538], [1.7928, 2.0670, -1.4636], [-0.2631, -2.9495, -2.9131], [1.9744, -1.6516, -2.8175], [2.2054, -2.7053, -0.5948], [0.5805, 0.7025, 1.6119], [2.5098, -2.2480, -3.5746], [1.1650, -1.1056, -3.3274], [2.6863, -0.9392, -2.3715], [2.9931, -3.4678, -0.7395], [2.7175, -1.7690, -0.3063], [1.5641, -3.0288, 0.2435], [2.0786, 3.0129, -1.9617], [2.7025, 1.5582, -1.1103], [1.2664, 1.4252, -2.1896], [1.3911, 4.7295, -0.3102], [0.5137, 4.4810, 1.2419], [2.2364, 3.9411, 1.0533], [0.5367, 0.1408, 0.9781], [-2.3392, -2.3756, 2.2102], [-1.6437, -1.4054, 3.4630], [-1.1825, -0.1208, 3.1362], [-0.6812, 0.6676, 4.1719], [-0.2659, 2.2989, 3.7910], [-0.5188, 0.1688, 5.4800], [0.3251, 1.0865, 6.6468], [-1.0487, -1.1023, 5.8069], [-1.1039, -1.6414, 7.4293], [-1.5240, -1.9357, 4.7722], [-1.8916, -3.5840, 5.0669]],
  "forces_ev_per_angstrom": [[0.016, -0.344, 0.054], [-0.050, 0.039, 0.113], [-0.266, 0.836, -0.290], [0.287, 0.258, -1.082], [-0.761, -0.002, -0.132], [0.406, 0.013, 0.115], [-0.385, -0.559, 0.225], [0.268, 0.011, 0.372], [-0.544, 0.104, 0.607], [0.737, -0.265, -1.008], [-0.132, 0.324, 0.657], [-0.782, 1.770, -1.655], [-0.125, 0.074, 0.072], [0.131, -0.440, -0.059], [0.107, -0.221, 0.395], [-0.032, 0.073, -0.059], [-0.242, -0.080, -0.034], [0.006, 0.077, -0.290], [0.287, 0.216, -0.127], [-0.268, 0.203, -0.192], [0.333, -0.399, 0.309], [0.397, -0.313, 0.430], [0.157, -0.186, 0.194], [0.057, -0.163, -0.313], [0.049, -0.080, -0.241], [0.454, -0.659, 0.315], [0.124, 0.341, -0.100], [0.325, -0.013, 0.163], [-0.207, -0.033, -0.226], [-0.130, 0.132, 0.210], [-0.187, -0.222, 0.069], [0.210, 0.149, -0.364], [-0.220, -0.348, 0.359], [-0.172, 0.118, -0.363], [0.186, 0.165, 0.427], [-0.088, -0.128, 0.115], [0.374, -0.101, -0.119], [-0.321, 0.322, 0.044], [0.487, -0.873, 0.367], [0.017, -0.068, 0.019], [0.723, 0.280, 0.891], [-1.125, -0.189, 0.890], [-0.054, -1.142, 0.508], [0.346, 0.345, 0.298], [-0.715, -0.379, -0.587], [-0.058, 0.183, 0.357], [0.316, 0.236, -1.089], [0.229, -0.056, 0.141], [0.047, 0.988, -0.567], [-0.212, 0.008, 0.180]],
  "lowdin_spin": [0.01, 0.01, 0.03, 0.20, 0.04, 0.01, 0.01, 0.00, 0.00, 1.02, 0.01, 0.21, 0.00, 0.00, 0.00, 0.00, 0.00, 0.00, 0.00, 0.00, 0.05, 0.03, 0.00, 0.00, 0.00, 0.08, 0.00, 0.00, 0.00, 0.00, 0.00, 0.00, 0.01, 0.00, 0.00, 0.01, 0.00, 0.00, 0.09, 0.02, 0.01, 0.10, 0.02, 0.01, 0.00, 0.00, 0.00, 0.00, 0.00, 0.00],
  "multiplicity": 3,
  "s_squared": 2.01,
  "total_energy_ha": -3553.98753
}

---

(3)
{
  "formula": "C19H23ClMnN7O2S2",
  "method": "ωB97M-V/def2-TZVPD",
  "symbols": ["Mn", "N", "N", "C", "N", "N", "N", "O", "O", "H", "H", "H", "H", "H", "S", "C", "N", "C", "C", "N", "C", "C", "C", "C", "C", "C", "C", "C", "S", "C", "C", "C", "C", "C", "C", "C", "H", "H", "H", "H", "H", "H", "H", "H", "H", "H", "H", "H", "H", "H", "H", "H", "H", "H", "Cl"],
  "xyz": [[1.6510, 2.5018, -1.1618], [1.1906, 5.9571, 0.1525], [0.3733, 6.3582, -0.8962], [0.2033, 5.6378, -1.9962], [-0.5678, 6.1176, -2.9560], [0.8293, 4.4137, -2.0725], [0.7928, 3.7229, -3.2004], [1.3421, 2.5736, -3.0373], [0.3190, 4.0525, -4.2469], [0.8426, 6.3520, 1.0158], [2.1381, 6.2879, 0.0013], [-0.1022, 7.2481, -0.8347], [-1.0154, 7.0173, -2.8610], [-0.6475, 5.6502, -3.8433], [-0.4309, 1.6723, -0.8025], [-0.3055, -0.0231, -0.6792], [-1.3530, -0.7696, -0.4222], [-1.1414, -2.1665, -0.0314], [-0.1039, -2.8050, -0.9226], [1.1118, -1.9784, -0.9704], [2.3657, -2.6894, -1.2295], [2.8452, -3.4740, -0.0323], [2.9021, -2.8501, 1.2509], [3.3963, -3.5336, 2.3236], [3.8199, -4.8742, 2.1574], [3.7777, -5.4957, 0.8776], [3.2845, -4.8065, -0.1962], [1.0273, -0.6609, -0.8723], [2.3941, 0.3165, -1.0551], [-2.7391, -0.2714, -0.4217], [-3.3719, -0.3050, 0.9512], [-4.0434, -1.4360, 1.4056], [-4.6062, -1.4493, 2.6741], [-4.5341, -0.3216, 3.4806], [-3.8911, 0.8188, 3.0194], [-3.3114, 0.8277, 1.7597], [-2.0808, -2.7050, -0.1159], [-0.8301, -2.2006, 1.0159], [-0.4874, -2.9317, -1.9394], [0.1501, -3.7888, -0.5308], [3.1361, -1.9717, -1.5256], [2.2043, -3.3632, -2.0733], [2.5846, -1.8215, 1.3692], [3.4659, -3.0582, 3.2926], [4.1662, -5.4365, 3.0173], [4.1294, -6.5124, 0.7568], [3.2528, -5.2778, -1.1707], [-3.3036, -0.9087, -1.1072], [-2.7395, 0.7427, -0.8077], [-4.1811, -2.2996, 0.7630], [-5.1050, -2.3397, 3.0324], [-4.9910, -0.3265, 4.4608], [-3.8462, 1.7045, 3.6386], [-2.8342, 1.7283, 1.3899], [2.8676, 3.1508, 0.2062]],
  "forces_ev_per_angstrom": [[-1.835, -0.485, -2.400], [0.302, -0.427, 0.070], [-0.076, -0.131, -0.254], [-0.425, 0.524, -0.056], [-0.010, 0.035, 0.032], [0.359, -0.671, 0.585], [-0.857, 1.132, -0.848], [0.175, -0.725, -0.471], [0.508, -0.529, 0.381], [-0.123, -0.057, 0.091], [0.010, 0.199, 0.011], [0.045, 0.151, -0.076], [0.025, 0.069, 0.023], [-0.035, 0.013, -0.060], [-0.317, 0.385, 0.173], [-0.993, -1.132, 0.311], [1.189, 0.696, -0.358], [0.329, -0.596, 0.045], [-0.450, 0.014, 0.098], [-0.456, 1.586, 0.066], [0.867, -0.280, 0.044], [-0.022, -0.200, 1.117], [-0.177, -0.288, -1.932], [0.491, -1.512, 0.369], [-0.268, 0.182, -0.934], [0.249, 0.309, 2.006], [-0.542, 1.378, -0.466], [-0.308, -1.943, -0.117], [0.633, 0.428, 0.042], [-0.769, 0.121, 0.443], [0.060, 0.073, 0.019], [-0.077, -0.085, -0.010], [0.031, -0.026, 0.002], [0.071, -0.016, -0.050], [0.052, 0.074, -0.016], [0.095, -0.066, 0.034], [-0.045, 0.076, -0.030], [-0.084, 0.134, 0.007], [0.194, 0.042, -0.072], [0.175, 0.049, 0.034], [-0.155, 0.122, -0.116], [-0.143, 0.087, -0.055], [-0.025, 0.132, 0.000], [-0.021, -0.074, 0.020], [0.076, 0.077, -0.123], [-0.036, 0.042, 0.070], [-0.033, 0.035, -0.059], [0.191, -0.014, -0.088], [0.012, 0.100, -0.150], [0.065, -0.001, 0.005], [-0.069, 0.030, -0.050], [0.009, -0.007, 0.002], [-0.032, -0.002, -0.008], [0.020, 0.051, 0.028], [2.150, 0.924, 2.672]],
  "lowdin_spin": [3.33, 0.00, 0.00, 0.00, 0.00, 0.02, 0.01, 0.00, 0.01, 0.00, 0.00, 0.00, 0.00, 0.00, -0.22, -0.02, 0.02, 0.00, 0.00, 0.02, -0.01, 0.00, 0.00, 0.00, -0.01, 0.00, 0.00, -0.02, -0.21, -0.01, 0.00, 0.00, 0.00, 0.00, 0.00, 0.00, 0.00, 0.00, 0.00, 0.00, -0.01, 0.00, 0.00, 0.00, 0.00, 0.00, 0.00, 0.00, -0.01, 0.00, 0.00, 0.00, 0.00, 0.00, 0.09],
  "multiplicity": 4,
  "s_squared": 4.19,
  "total_charge": 3,
  "total_energy_ha": -3678.04281
}